1.
ORCA calculation (ωB97M-V/def2-TZVPD) on 2 unconnected molecules or ions with the total composition C2H4INO at a distorted geometry.

Geometry as XYZ:
```
9
Properties=species:S:1:pos:R:3:lowdin_charge:R:1
C -0.32262 -0.09787 -0.98250 -0.450
C -0.66824 0.05259 0.35118 0.017
N 1.31752 -0.16909 1.11570 -0.501
O -0.25157 -1.21800 -1.43914 0.040
I 2.89029 0.56422 -0.05785 0.631
H -0.08916 0.87390 -1.41655 0.104
H -0.90886 0.92268 0.94349 0.082
H -1.02039 -0.84021 0.88588 0.095
H 1.64169 -1.17213 1.33108 -0.018
```

Values from the calculation:
total energy = -13772.7478 eV
ΔE to the lowest compared entry with this formula, charge and spin = 354.4 kJ/mol
LUMO (alpha / beta) = -1.473 / -1.466 eV
gap between HOMO and LUMO (alpha / beta) = 7.608 / 7.244 eV
HOMO energy (alpha / beta) = -9.082 / -8.709 eV

---

2.
ORCA calculation (ωB97M-V/def2-TZVPD) on a single C24H26N2O3S2 molecule at a distorted geometry.

Geometry as XYZ:
```
57
Properties=species:S:1:pos:R:3:lowdin_charge:R:1
C 0.45775 5.23678 -3.77763 -0.058
C 0.82575 4.45706 -2.55492 -0.239
C 1.80327 4.93919 -1.69311 -0.045
C 2.14921 4.26214 -0.53739 -0.083
C 1.49574 3.08704 -0.21137 -0.079
C 0.52615 2.59031 -1.06296 -0.057
C 0.19373 3.24731 -2.24309 -0.266
C -0.83420 2.63214 -3.13415 -0.395
S -0.22944 2.20695 -4.81935 0.881
C 1.39479 1.43745 -4.51190 -0.445
C 1.33437 -0.02349 -4.07962 -0.232
N 1.06720 -0.17001 -2.67194 0.068
C 0.04082 -0.91216 -2.18948 -0.464
O -0.72249 -1.52812 -2.90819 0.069
C -0.09850 -0.89519 -0.70402 -0.156
C 0.97329 -0.72616 0.17079 -0.025
C 0.77121 -0.70341 1.53498 -0.020
C -0.50861 -0.86997 2.06882 -0.273
N -0.67509 -0.83240 3.45600 -0.204
C -1.99979 -0.62745 3.99534 -0.087
S 0.24428 -1.92120 4.37831 0.698
O 1.61925 -1.82101 4.00120 -0.271
O -0.10206 -1.69541 5.74822 -0.278
C -0.42205 -3.48734 3.82699 -0.267
C 0.02122 -4.01632 2.63006 -0.053
C -0.56710 -5.17392 2.14815 -0.057
C -1.58620 -5.78165 2.86566 -0.071
C -2.01891 -5.24215 4.06704 -0.066
C -1.43701 -4.08129 4.55092 -0.062
C -1.58069 -1.05054 1.19411 0.001
C -1.37117 -1.06736 -0.17009 -0.003
H 0.68467 4.67412 -4.68157 0.045
H -0.61135 5.44606 -3.78710 0.087
H 0.99741 6.17982 -3.80697 0.077
H 2.29991 5.86840 -1.93367 0.109
H 2.91605 4.65765 0.11172 0.101
H 1.73321 2.55657 0.69889 0.100
H 0.00007 1.68431 -0.79737 0.094
H -1.65471 3.32162 -3.33875 0.079
H -1.23699 1.71952 -2.69477 0.070
H 1.92224 2.04769 -3.77699 0.076
H 1.90519 1.51469 -5.47124 0.071
H 0.53727 -0.55068 -4.61098 0.113
H 2.29366 -0.50087 -4.32113 0.121
H 1.62976 0.37538 -2.03827 0.117
H 1.98100 -0.62396 -0.20568 0.119
H 1.60256 -0.57636 2.20730 0.105
H -2.43655 0.26518 3.54936 0.104
H -2.66282 -1.48425 3.82902 0.089
H -1.88154 -0.47779 5.06579 0.084
H 0.82169 -3.52454 2.10112 0.113
H -0.23257 -5.59874 1.21438 0.110
H -2.04371 -6.68342 2.48733 0.106
H -2.80866 -5.72242 4.62449 0.107
H -1.74150 -3.63528 5.48475 0.114
H -2.58133 -1.18532 1.57175 0.108
H -2.19766 -1.21720 -0.84876 0.123
```

Values from the calculation:
total energy = -56103.7244 eV
ΔE to the lowest compared entry with this formula, charge and spin = 43.1 kJ/mol
LUMO = 0.395 eV
gap between HOMO and LUMO = 8.957 eV
SMILES string = Cc1ccccc1CSCCNC(=O)c1ccc(N(C)S(=O)(=O)c2ccccc2)cc1
HOMO energy = -8.562 eV

---

3.
ORCA calculation (ωB97M-V/def2-TZVPD) on 2 unconnected molecules or ions with the total composition C11H16N3 at a distorted geometry.

Geometry as XYZ:
```
30
Properties=species:S:1:pos:R:3:lowdin_charge:R:1
C -0.26967 -0.93625 1.03399 0.080
C 0.90780 -1.22647 0.80879 0.061
C -3.61323 0.46316 0.18569 -0.025
C -2.40334 -0.12807 0.00262 0.016
C -4.17286 0.38504 1.45413 -0.088
C -1.62965 -0.62267 1.09095 -0.148
C -2.29349 -0.54613 2.34398 -0.273
C -1.52473 -1.00557 3.49041 -0.016
C 1.70746 0.26757 -3.11929 -0.153
C 1.94937 2.18394 -1.64301 -0.038
C 2.23590 -1.47440 0.59375 -0.074
N -3.54026 -0.10798 2.47812 0.141
N 2.84170 -1.00164 -0.45501 0.207
N 2.41819 0.83935 -2.05018 -0.228
H -4.08229 0.87377 -0.59969 0.077
H -1.94304 -0.01392 -0.93306 0.101
H -5.21982 0.57595 1.53958 0.119
H -1.78502 -2.02677 3.83489 0.117
H -0.45838 -1.07881 3.24769 0.071
H -1.72637 -0.29969 4.28008 0.095
H 0.61187 0.00565 -2.79618 0.112
H 1.72970 0.82166 -4.18789 0.137
H 2.04551 -0.78539 -3.43803 0.101
H 1.10733 2.54075 -2.26118 0.098
H 1.71848 1.98935 -0.58704 0.086
H 2.82161 2.83154 -1.76582 0.095
H 2.77784 -2.12591 1.23729 0.140
H 3.76412 -1.20592 -0.37786 0.085
H 2.70689 -0.14219 -1.08219 0.022
H 3.31839 0.95004 -2.32553 0.081
```

Values from the calculation:
total energy = -16126.6625 eV
ΔE to the lowest compared entry with this formula, charge and spin = 372.6 kJ/mol
LUMO = -4.846 eV
charge = +1
gap between HOMO and LUMO = 7.489 eV
HOMO energy = -12.335 eV

---

4.
ORCA calculation (ωB97M-V/def2-TZVPD) on a gas-phase ion, C4H7N2 (charge +1) at a distorted geometry.

Geometry as XYZ:
```
13
Properties=species:S:1:pos:R:3:lowdin_charge:R:1
C 0.27962 -0.02559 -0.42700 -0.334
C 1.65327 0.35647 -0.65779 -0.068
C 0.10463 -1.20514 -0.02239 0.089
C -0.94825 0.67804 -0.74989 0.044
N -1.96975 0.61481 0.06057 0.237
N 2.42008 0.03375 0.29809 0.105
H -0.84829 -1.68458 0.05884 0.095
H 0.93455 -1.87506 0.08793 0.103
H -0.95006 1.36075 -1.57750 0.160
H -2.83598 1.02734 -0.25576 0.155
H -1.89579 0.24666 1.01088 0.166
H 2.05035 -0.37296 1.08353 0.071
H 3.43087 0.38189 0.37257 0.176
```

Values from the calculation:
total energy = -7231.4144 eV
ΔE to the lowest compared entry with this formula, charge and spin = 417.2 kJ/mol
LUMO = -5.517 eV
charge = +1
gap between HOMO and LUMO = 6.961 eV
HOMO energy = -12.478 eV

---

The lowest ΔE to the lowest compared entry with this formula, charge and spin belongs to which entry? C24H26N2O3S2